Below is a 6-piece molecular cluster, C36H61N3O11PS2 overall, with properties calculated with ωB97M-V with the def2-TZVPD basis set.

Each line ends with the Mulliken charge.
CARTESIAN COORDINATES (ANGSTROEM)
C: 0.552 1.863 5.813  -1.581
C: -0.713 1.249 5.232  0.604
C: -1.470 0.324 5.908  -0.744
C: -2.582 -0.220 5.312  -0.788
C: -2.943 0.148 4.041  -0.873
C: -2.200 1.094 3.374  0.972
C: -2.629 1.508 1.961  -1.260
C: -1.454 1.875 1.068  -0.138
C: -1.767 2.517 -0.302  -0.024
C: -2.615 3.788 -0.362  -0.543
C: -2.331 4.804 0.786  -0.795
S: -3.916 5.457 1.457  -0.192
C: -3.936 4.675 3.041  0.634
N: -2.976 4.868 3.860  -0.280
N: -3.279 4.145 5.005  -0.293
C: -4.386 3.574 4.774  -0.037
O: -4.895 3.866 3.547  -0.295
N: -0.377 2.524 -0.848  0.364
C: 0.255 1.490 -0.442  -0.770
C: -0.635 0.657 0.474  0.203
P: -1.577 -0.705 -0.362  0.266
S: -0.481 -2.279 -0.650  -0.331
C: -1.087 1.644 3.958  0.190
H: 1.404 1.399 5.299  0.293
H: 0.621 1.752 6.894  0.407
H: 0.570 2.913 5.500  0.387
H: -1.145 0.060 6.907  0.416
H: -3.165 -0.941 5.871  0.496
H: -3.822 -0.308 3.593  0.456
H: -3.286 2.382 2.067  0.375
H: -3.200 0.688 1.518  0.364
H: -0.754 2.600 1.492  0.222
H: -2.265 1.857 -1.029  -0.036
H: -2.447 4.315 -1.303  -0.355
H: -3.658 3.470 -0.286  0.559
H: -1.795 4.384 1.638  0.262
H: -1.810 5.680 0.395  0.576
H: -4.899 2.916 5.458  0.437
H: 0.060 3.232 -1.457  0.212
H: 1.286 1.229 -0.666  0.673
H: -0.108 0.138 1.284  0.636
H: -2.088 -0.229 -1.595  0.062
H: -2.721 -1.081 0.377  0.099
H: -0.471 2.388 3.462  0.243
O: -1.628 -2.246 7.115  -0.535
C: -1.973 -3.119 7.870  0.825
O: -3.245 -3.545 7.836  -0.381
C: -3.719 -4.696 8.547  -0.424
C: -4.099 -4.354 9.972  -0.972
C: -1.033 -3.677 8.910  -1.173
H: -2.995 -5.510 8.492  0.372
H: -4.602 -5.032 8.006  0.311
H: -3.241 -3.998 10.543  0.278
H: -4.510 -5.227 10.478  0.362
H: -4.843 -3.557 9.984  0.307
H: -1.042 -3.025 9.783  0.281
H: -0.031 -3.693 8.488  0.342
H: -1.262 -4.695 9.214  0.356
O: 3.113 -4.817 -5.801  -0.592
C: 3.387 -4.180 -4.820  0.803
O: 2.385 -3.667 -4.088  -0.435
C: 2.555 -3.020 -2.822  0.440
C: 2.882 -1.552 -3.008  -0.837
C: 4.815 -3.858 -4.453  -0.798
H: 3.292 -3.535 -2.204  0.159
H: 1.598 -3.113 -2.310  -0.217
H: 3.828 -1.413 -3.533  0.318
H: 2.948 -1.052 -2.038  0.136
H: 2.110 -1.063 -3.606  0.320
H: 5.139 -2.985 -5.019  0.207
H: 5.435 -4.709 -4.725  0.353
H: 4.969 -3.685 -3.390  0.177
O: -0.093 4.754 -2.700  -0.760
C: -0.570 4.682 -3.820  0.856
O: 0.238 4.423 -4.834  -0.325
C: -0.207 4.124 -6.175  -0.300
C: -0.446 5.386 -6.974  -1.046
C: -2.025 4.969 -4.093  -0.774
H: -1.079 3.469 -6.156  0.372
H: 0.598 3.551 -6.629  0.256
H: -1.238 5.997 -6.539  0.288
H: -0.724 5.139 -7.998  0.366
H: 0.456 5.999 -6.992  0.322
H: -2.160 6.045 -4.192  0.305
H: -2.615 4.615 -3.253  0.134
H: -2.412 4.469 -4.976  0.337
O: -0.377 0.638 -7.753  -0.595
C: 0.080 -0.467 -7.897  0.790
O: 1.407 -0.644 -7.827  -0.381
C: 2.041 -1.933 -7.785  -0.134
C: 2.263 -2.495 -9.172  -1.088
C: -0.803 -1.643 -8.239  -0.950
H: 1.484 -2.615 -7.142  0.332
H: 3.004 -1.771 -7.302  0.169
H: 1.321 -2.658 -9.696  0.279
H: 2.795 -3.445 -9.116  0.349
H: 2.847 -1.798 -9.774  0.319
H: -0.972 -1.659 -9.315  0.269
H: -1.756 -1.513 -7.731  0.304
H: -0.405 -2.603 -7.919  0.332
O: 4.756 -4.077 -0.910  -0.654
C: 4.984 -3.402 0.059  0.876
O: 3.952 -2.915 0.772  -0.340
C: 4.096 -2.268 2.039  -0.455
C: 4.401 -0.793 1.879  -0.807
C: 6.394 -3.019 0.437  -1.187
H: 4.835 -2.780 2.656  0.384
H: 3.137 -2.389 2.541  0.346
H: 5.349 -0.630 1.365  0.304
H: 4.449 -0.303 2.852  0.392
H: 3.626 -0.310 1.280  0.082
H: 6.693 -2.147 -0.144  0.260
H: 7.049 -3.852 0.193  0.353
H: 6.528 -2.814 1.497  0.365

## Properties
**Spin multiplicity**: 1
**Calculated total energy**: -96266.2173 eV
**HOMO-LUMO gap**: 0.262 Ha
**Maximum force**: 2.10 eV/A
**Charge**: +1
**E_HOMO**: -11.1 eV

Below is a 2-piece molecular cluster, C3H4INO overall, with properties calculated with ωB97M-V with the def2-TZVPD basis set.

Each line ends with the Mulliken charge.
CARTESIAN COORDINATES (ANGSTROEM)
C: -1.176 -0.142 1.702  0.680
C: -1.651 -1.076 0.953  -0.872
C: 1.276 0.753 -0.912  -0.209
N: 1.199 1.410 -1.911  -0.428
O: -0.531 0.628 2.280  -0.365
I: 2.241 -1.129 -0.491  -0.001
H: -2.382 -0.645 0.279  0.222
H: -1.412 -2.092 0.918  0.329
H: 0.641 1.012 -0.069  0.369
H: 1.793 1.281 -2.748  0.275

## Properties
**SMILES**: [H]/N=C\I.C=C=O
**Spin multiplicity**: 1
**Calculated total energy**: -14811.8951 eV
**HOMO-LUMO gap**: 0.364 Ha
**Maximum force**: 4.31 eV/A
**Charge**: 0
**E_HOMO**: -9.5 eV
**Energy relative to the best compared isomer or geometry (same formula, charge and spin)**: 1.5181 eV

Below is a 8-piece molecular cluster, C3H21NO7 overall, with properties calculated with ωB97M-V with the def2-TZVPD basis set.

Each line ends with the Mulliken charge.
CARTESIAN COORDINATES (ANGSTROEM)
C: -2.494 2.367 1.272  -1.116
C: -1.506 1.498 0.580  0.744
C: -0.307 2.010 0.179  -0.605
N: -1.739 0.148 0.313  -0.456
H: -1.901 3.373 1.513  0.256
H: -2.961 1.906 2.111  0.327
H: -3.387 2.409 0.605  0.338
H: 0.546 1.297 0.055  -0.372
H: 0.124 2.910 -0.070  0.412
H: -2.457 -0.318 0.795  0.311
H: -0.877 -0.476 0.248  0.145
H: 2.464 1.240 -0.730  0.342
H: 3.732 0.349 -0.746  0.289
O: 2.919 0.519 -1.251  -0.636
H: -1.256 -0.925 2.870  0.294
H: -1.915 -1.337 4.166  0.264
O: -1.987 -1.041 3.309  -0.543
H: 2.311 -0.446 1.188  0.243
H: 1.559 -1.862 1.265  0.228
O: 1.431 -0.956 1.213  -0.465
H: 1.735 0.877 -3.148  0.324
H: 1.031 -0.015 -4.314  0.333
O: 1.678 0.762 -4.123  -0.651
H: 0.173 0.812 2.726  0.341
H: 1.105 0.118 3.981  0.310
O: 0.345 0.715 3.753  -0.651
H: 0.563 -3.732 -0.535  0.277
H: 0.757 -2.837 -1.716  0.287
O: 1.030 -2.992 -0.740  -0.576
H: -1.013 -2.168 -3.571  0.308
H: -1.138 -0.824 -4.237  0.334
O: -0.564 -1.585 -4.265  -0.639

## Properties
**SMILES**: C=C(C)N.O.O.O.O.O.O.O
**Spin multiplicity**: 1
**Calculated total energy**: -19271.4570 eV
**HOMO-LUMO gap**: 0.291 Ha
**Maximum force**: 7.64 eV/A
**Charge**: 0
**E_HOMO**: -8.0 eV
**Energy relative to the best compared isomer or geometry (same formula, charge and spin)**: 3.6366 eV

Below is C5H5ClOS as an isolated structure, with properties calculated with ωB97M-V with the def2-TZVPD basis set.

Each line ends with the Mulliken charge.
CARTESIAN COORDINATES (ANGSTROEM)
C: -0.470 1.339 0.716  -0.844
C: 0.058 0.385 -0.461  0.428
C: -0.798 -0.854 -0.296  -0.096
C: 0.050 -1.867 0.056  -0.274
C: 1.533 0.107 -0.362  -0.008
H: -1.434 1.845 0.106  0.271
H: -1.050 0.677 1.745  0.238
H: 0.612 1.985 1.039  0.306
H: -0.042 0.668 -1.564  0.370
H: -0.218 -2.782 0.475  0.456
O: 2.506 0.799 -0.881  -0.568
S: 1.725 -1.646 -0.031  -0.132
Cl: -2.472 -0.655 -0.540  -0.147

## Properties
**Spin multiplicity**: 1
**Calculated total energy**: -30667.6298 eV
**HOMO-LUMO gap**: 0.322 Ha
**Maximum force**: 6.25 eV/A
**Charge**: 0
**E_HOMO**: -8.8 eV
**Energy relative to the best compared isomer or geometry (same formula, charge and spin)**: 2.9055 eV

Below is a 10-piece molecular cluster, CH22O10 overall, with properties calculated with ωB97M-V with the def2-TZVPD basis set.

Each line ends with the Mulliken charge.
CARTESIAN COORDINATES (ANGSTROEM)
O: -0.524 -0.338 -0.005  -1.314
H: 0.111 -0.350 0.714  0.495
H: -0.296 0.272 -0.710  0.382
H: -1.400 -0.165 0.348  0.358
C: -0.293 2.565 -1.371  -0.791
O: 0.037 1.378 -2.004  -0.992
H: 0.598 3.110 -1.059  0.127
H: -0.769 3.335 -1.978  0.319
H: -0.978 2.458 -0.530  0.146
O: -0.347 2.711 2.575  -0.716
H: -0.107 1.839 2.261  0.277
H: -1.272 2.634 2.809  0.401
O: 1.826 -2.357 -0.459  -0.772
H: 1.378 -2.600 -1.269  0.294
H: 2.740 -2.598 -0.609  0.283
O: -2.570 0.260 1.494  1.052
H: -3.111 0.988 1.187  -0.060
H: -3.113 -0.184 2.146  -0.372
O: 0.301 -2.922 2.062  -0.473
H: 0.705 -3.535 2.676  0.299
H: 0.935 -2.843 1.349  0.277
O: -1.621 -2.728 -1.248  -0.480
H: -2.123 -2.359 -1.974  0.251
H: -1.397 -3.613 -1.536  0.247
O: 1.205 0.443 1.848  -0.694
H: 1.370 0.185 2.755  0.214
H: 1.987 0.931 1.591  0.355
O: 2.925 1.630 0.210  -0.784
H: 3.638 2.034 -0.283  0.307
H: 2.139 1.826 -0.299  0.326
O: -0.369 -0.837 -3.766  -0.629
H: -1.283 -1.114 -3.711  0.260
H: -0.321 -0.057 -3.213  0.407

## Properties
**Spin multiplicity**: 2
**Calculated total energy**: -21867.1179 eV
**HOMO-LUMO gap (alpha / beta)**: 0.084 / 0.259 Ha
**Maximum force**: 3.81 eV/A
**Charge**: -1
**<S²>**: 0.75
**E_HOMO (alpha / beta)**: 0.2 / -4.6 eV
**Energy relative to the best compared isomer or geometry (same formula, charge and spin)**: 0.0000 eV

Below is the molecule C5H9N, with properties calculated with ωB97M-V with the def2-TZVPD basis set.

Each line ends with the Mulliken charge.
CARTESIAN COORDINATES (ANGSTROEM)
C: 0.869 1.388 -1.747  -1.144
N: -0.259 1.294 0.986  -0.567
C: -0.004 0.095 0.277  0.799
C: 0.334 0.179 -1.027  -0.389
C: -0.726 -2.244 0.549  -0.709
C: -0.140 -1.156 1.063  -0.288
H: 1.629 1.854 -1.110  0.299
H: 0.073 2.167 -1.761  0.250
H: 1.245 1.217 -2.751  0.346
H: -0.806 1.880 0.378  0.201
H: -0.691 1.198 1.895  0.264
H: -0.063 -0.591 -1.681  0.158
H: -0.794 -2.168 -0.535  0.144
H: -1.135 -3.087 1.077  0.287
H: 0.289 -0.940 2.040  0.349

## Properties
**SMILES**: C=C/C(N)=C/C
**Spin multiplicity**: 1
**Calculated total energy**: -6818.9610 eV
**HOMO-LUMO gap**: 0.319 Ha
**Maximum force**: 2.11 eV/A
**Charge**: 0
**E_HOMO**: -7.6 eV
**Energy relative to the best compared isomer or geometry (same formula, charge and spin)**: 2.0340 eV

Below is a 2-piece molecular cluster, C3H7O overall, with properties calculated with ωB97M-V with the def2-TZVPD basis set.

Each line ends with the Mulliken charge.
CARTESIAN COORDINATES (ANGSTROEM)
C: 1.226 -0.043 -0.256  -0.053
O: 0.142 -0.020 0.377  -0.754
C: 2.515 0.010 0.247  -0.957
C: -3.068 0.043 -0.264  -0.813
H: 1.229 -0.112 -1.379  0.252
H: 2.641 0.255 1.297  0.259
H: 3.351 0.000 -0.438  0.221
H: -2.042 -0.260 -0.076  0.177
H: -3.766 -0.713 0.126  0.242
H: -3.357 0.967 0.232  0.203
H: -3.370 0.119 -1.310  0.223

## Properties
**Spin multiplicity**: 1
**Calculated total energy**: -5271.6009 eV
**HOMO-LUMO gap**: 0.232 Ha
**Maximum force**: 1.49 eV/A
**Charge**: -1
**E_HOMO**: -2.0 eV
**Energy relative to the best compared isomer or geometry (same formula, charge and spin)**: 0.0882 eV

Below is a 8-piece molecular cluster, C39H90Cl4OS overall, with properties calculated with ωB97M-V with the def2-TZVPD basis set.

Each line ends with the Mulliken charge.
CARTESIAN COORDINATES (ANGSTROEM)
C: -0.441 1.656 -4.349  -0.802
S: -0.703 0.530 -5.771  0.296
O: 0.509 -0.231 -6.148  -0.490
C: -1.760 -0.611 -4.854  -0.470
H: 0.320 2.416 -4.516  0.405
H: -0.188 1.044 -3.485  0.089
H: -1.397 2.179 -4.286  0.402
H: -2.557 -0.107 -4.303  0.344
H: -1.200 -1.147 -4.084  -0.182
H: -2.181 -1.295 -5.587  0.413
C: -0.201 -0.610 0.597  -0.215
Cl: 0.942 -2.011 0.619  -0.119
Cl: -0.908 -0.427 -1.012  0.137
Cl: -1.498 -0.917 1.738  0.076
Cl: 0.702 0.866 0.958  -0.039
C: -5.452 -5.071 1.812  -1.097
C: -5.581 -4.273 0.509  -0.348
C: -4.429 -3.273 0.422  0.130
C: -4.487 -2.232 -0.721  -0.124
C: -5.568 -1.166 -0.505  -0.731
C: -5.274 -0.130 0.598  -0.315
H: -5.100 -4.510 2.677  0.181
H: -4.735 -5.883 1.665  0.302
H: -6.393 -5.538 2.112  0.379
H: -5.650 -4.973 -0.321  0.292
H: -6.522 -3.716 0.563  0.266
H: -3.518 -3.857 0.250  0.431
H: -4.318 -2.749 1.372  -0.411
H: -3.526 -1.715 -0.711  -0.230
H: -4.643 -2.736 -1.674  0.396
H: -5.743 -0.593 -1.422  0.431
H: -6.544 -1.630 -0.335  0.333
H: -6.156 0.366 0.998  0.378
H: -4.798 -0.641 1.441  -0.186
H: -4.565 0.604 0.216  0.015
C: 2.394 -3.388 3.589  -0.673
C: 3.828 -3.935 3.471  -0.918
C: 4.511 -3.712 2.122  -0.432
C: 3.855 -4.479 0.959  0.329
C: 4.804 -4.787 -0.204  -0.720
C: 5.420 -3.476 -0.714  -0.948
H: 1.834 -3.711 2.711  0.177
H: 2.380 -2.302 3.679  0.265
H: 1.890 -3.799 4.465  0.288
H: 4.405 -3.433 4.253  0.341
H: 3.868 -5.011 3.665  0.381
H: 5.539 -4.057 2.268  0.294
H: 4.500 -2.640 1.914  0.324
H: 3.332 -5.370 1.325  0.502
H: 3.026 -3.821 0.667  -0.633
H: 5.502 -5.575 0.075  0.399
H: 4.195 -5.146 -1.037  0.336
H: 6.089 -2.927 -0.055  0.378
H: 6.043 -3.658 -1.598  0.371
H: 4.590 -2.860 -1.064  0.098
C: -0.029 -1.840 7.993  -1.439
C: -0.063 -1.914 6.448  -0.063
C: -0.850 -0.810 5.765  -0.164
C: -2.362 -0.795 6.038  -0.843
C: -3.063 -2.146 5.825  -0.588
C: -2.922 -2.688 4.399  -0.310
H: 0.172 -0.827 8.340  0.293
H: 0.668 -2.485 8.526  0.414
H: -1.027 -2.167 8.300  0.286
H: 0.979 -1.885 6.118  0.297
H: -0.438 -2.870 6.076  0.208
H: -0.743 -0.861 4.674  -0.168
H: -0.443 0.189 5.956  0.474
H: -2.476 -0.457 7.073  0.321
H: -2.933 -0.096 5.421  0.388
H: -2.640 -2.889 6.504  0.289
H: -4.116 -1.987 6.057  0.368
H: -3.491 -3.612 4.276  0.335
H: -3.362 -2.004 3.667  -0.303
H: -1.905 -2.917 4.081  0.176
C: 4.589 -2.132 -7.592  -1.264
C: 4.077 -1.840 -6.166  -0.318
C: 3.503 -2.962 -5.348  -0.623
C: 2.956 -2.418 -4.012  -0.275
C: 2.269 -3.502 -3.191  0.543
C: 0.814 -3.138 -2.840  -1.175
H: 4.274 -1.370 -8.313  0.350
H: 4.003 -2.948 -8.034  0.351
H: 5.664 -2.261 -7.668  0.310
H: 4.906 -1.327 -5.660  0.333
H: 3.391 -0.989 -6.260  0.183
H: 4.279 -3.717 -5.191  0.254
H: 2.671 -3.452 -5.860  0.358
H: 3.772 -1.942 -3.454  0.397
H: 2.353 -1.536 -4.244  0.081
H: 2.181 -4.463 -3.707  0.447
H: 2.726 -3.782 -2.238  -0.815
H: 0.087 -3.253 -3.650  0.366
H: 0.389 -3.771 -2.056  0.445
H: 0.740 -2.102 -2.505  -0.001
C: 2.106 4.336 -2.291  -1.000
C: 2.458 5.035 -0.970  -0.427
C: 1.888 4.276 0.233  0.508
C: 2.421 4.888 1.536  -1.107
C: 2.037 6.330 1.835  0.019
C: 2.631 6.781 3.172  -1.398
H: 2.326 3.267 -2.304  0.355
H: 2.543 4.698 -3.226  0.446
H: 1.033 4.530 -2.411  -0.054
H: 3.542 4.998 -0.823  0.314
H: 2.109 6.064 -0.997  0.269
H: 2.226 3.241 0.294  0.083
H: 0.800 4.364 0.322  -0.235
H: 2.047 4.281 2.372  0.367
H: 3.509 4.770 1.569  0.370
H: 2.436 6.990 1.057  0.271
H: 0.960 6.512 1.850  0.165
H: 2.374 5.986 3.880  0.320
H: 3.708 6.946 3.243  0.323
H: 2.230 7.716 3.573  0.381
C: -1.829 3.155 -0.961  -0.457
C: -2.554 4.328 -0.302  -0.383
C: -3.379 5.173 -1.268  -1.036
C: -2.485 5.987 -2.226  -0.666
C: -1.859 7.232 -1.584  0.015
C: -0.964 7.945 -2.605  -1.337
H: -2.575 2.623 -1.559  0.478
H: -1.444 2.490 -0.188  0.053
H: -0.980 3.411 -1.598  -0.050
H: -3.201 3.900 0.474  0.382
H: -1.869 4.915 0.321  0.158
H: -4.024 5.921 -0.797  0.355
H: -4.082 4.463 -1.715  0.396
H: -1.800 5.387 -2.830  0.336
H: -3.182 6.350 -2.996  0.361
H: -2.693 7.851 -1.257  0.323
H: -1.238 6.912 -0.744  0.067
H: -0.168 7.294 -2.962  0.260
H: -1.610 8.257 -3.428  0.384
H: -0.487 8.833 -2.188  0.376

## Properties
**Spin multiplicity**: 1
**Calculated total energy**: -104873.9715 eV
**HOMO-LUMO gap**: 0.336 Ha
**Maximum force**: 2.11 eV/A
**Charge**: 0
**E_HOMO**: -9.0 eV
**Energy relative to the best compared isomer or geometry (same formula, charge and spin)**: 0.0000 eV